58
Properties=species:S:1:pos:R:3:forces:R:3 method="wB97M-V/def2-TZVPD" orbital_gap_ev=6.24 homo_energy_ev=-4.49 total_charge=-1 mol_weight_g_mol=544.28
H 1.6649 -2.5294 3.9611 0.57 1.70 -1.77
C -3.7622 1.2321 -2.5883 -2.11 -0.08 0.51
O 1.8862 3.7783 3.5300 -2.06 -5.34 3.47
H -3.3518 0.0434 -0.5597 0.57 1.89 -1.76
F -2.3755 1.0794 -5.5793 -1.18 -4.29 2.81
C 2.8902 -2.5918 2.0351 0.98 1.02 0.25
N 0.5537 -1.3975 2.4802 -0.09 -1.37 -0.06
C 1.3709 -0.1199 -1.8600 0.70 -0.59 0.32
N 1.8696 0.1464 -3.2631 2.08 0.64 1.52
C 0.6587 2.7888 0.2720 1.68 0.58 -0.69
O -0.2830 -3.7293 2.3145 -1.49 7.13 2.56
H -3.4429 2.2620 -3.0983 -0.37 -2.66 0.75
H 0.3690 2.9857 -1.9885 -1.30 -0.78 1.97
H -2.0812 -2.4504 4.3965 0.17 0.93 -2.08
C 1.8963 -1.7851 3.0593 -0.01 -1.75 0.73
S -0.3228 3.5708 1.7083 1.69 -1.48 1.33
H -1.2384 3.1978 -0.9971 1.89 -1.09 -0.11
H 0.6888 -2.0066 0.3764 0.30 2.03 0.83
C -1.2890 -1.6648 -2.0350 -3.87 -10.11 -2.83
C -1.9421 -1.9330 3.3562 0.88 0.44 -0.70
H 1.4598 -1.2907 -1.6897 -0.11 2.53 -0.12
C 0.6656 2.9965 3.2369 -0.06 -1.57 0.96
H 3.6755 -0.5869 -2.1574 -0.57 0.38 -2.31
H -1.8891 -0.7521 3.4674 0.11 -2.66 -0.11
C -1.7483 -2.9372 -2.3934 1.95 7.06 2.86
N 1.4358 1.8589 5.0485 3.01 4.93 -2.18
C -2.8712 -0.1210 -4.8129 -1.06 -0.75 1.77
H 2.4120 -0.8332 3.5115 -0.92 -1.75 -1.05
H -2.9433 1.8831 -0.4877 -0.17 -1.69 -1.68
H 2.0078 1.1896 -3.3306 -0.52 -1.40 0.01
H 2.3964 -3.4802 1.4552 0.78 1.91 1.21
C 2.3859 3.0269 4.7208 -3.97 -2.80 -0.90
F -2.3081 -1.4370 -5.2840 -2.27 4.95 0.87
H -0.8239 0.9272 -3.2376 -0.19 -0.07 0.15
C -0.5041 -2.4676 2.6910 0.80 -3.99 -1.97
C -3.8000 -0.0290 -3.6486 2.28 -0.26 -3.28
Sb -0.7651 0.4611 -1.5328 0.11 -0.05 0.01
H -4.8949 1.4057 -2.2561 2.26 -0.36 -0.89
H -2.2960 -3.9945 -2.4512 1.66 2.99 0.06
H 3.3839 3.3116 5.2662 -2.37 -0.55 -1.39
F -4.7534 -1.1843 -3.4809 3.25 3.26 0.03
H 3.8047 -2.9952 2.6594 -1.80 0.69 -1.18
H -2.8243 -2.1558 2.6121 1.82 0.07 1.57
N 0.3756 1.8269 4.1520 4.07 6.19 -2.59
H 3.3538 -1.4229 -3.8356 -0.03 1.99 0.98
H 4.0759 0.3648 -3.7465 -1.52 -1.49 0.64
H 1.5142 3.5771 0.0183 -1.76 -1.70 0.64
H 1.1997 1.8389 0.6868 -1.31 1.64 -0.82
H -1.6917 -0.8595 0.7475 2.28 1.13 -0.31
C 0.6667 -1.0131 0.9959 -1.84 0.10 0.52
C -0.2547 2.5571 -1.0654 0.90 2.33 0.36
H 2.0074 0.5015 -1.0826 -0.84 -1.39 -1.22
C -2.9218 0.9475 -1.2120 -1.13 -0.43 0.66
C 3.3140 -0.3948 -3.2742 0.62 -0.36 0.36
H 1.6411 -0.3641 0.9108 -2.05 -1.33 -0.03
C -0.7185 -0.1819 0.6103 0.07 -0.49 1.61
H -0.8760 0.7228 1.3694 0.52 -1.83 -1.57
H 3.3497 -1.7729 1.2986 -1.01 -2.06 1.29



60
Properties=species:S:1:pos:R:3:forces:R:3 method="wB97M-V/def2-TZVPD" spin_multiplicity=2 orbital_gap_ev="6.59 / 6.73" homo_energy_ev="-6.77 / -6.78" total_charge=0 e_above_lowest_kcal_mol=25.8 mol_weight_g_mol=538.31
H 4.3170 1.2317 -1.3251 0.07 -0.37 0.42
H -3.8963 -0.6186 0.7239 0.05 -0.41 -0.31
C 1.0132 -1.0643 -2.5821 0.30 2.01 0.69
H 2.3251 0.3839 -3.4455 -0.22 0.00 0.49
P -1.7770 -1.7181 0.8364 2.22 0.99 -0.70
F 2.6341 -3.4094 4.2403 -0.11 0.26 -1.27
H -1.5712 2.1235 -4.8269 1.48 0.67 -0.29
H -2.5565 3.5634 -2.1030 -0.48 0.54 0.59
H 3.7712 -0.4062 -0.7535 0.21 0.54 0.14
C 1.9548 2.8854 -1.3282 -0.19 0.18 0.06
C -0.5589 3.4852 3.5974 0.06 -0.37 -0.23
H 1.2158 -1.3823 -4.7204 -0.15 -0.21 0.38
C -1.8217 -2.2508 2.5158 -0.80 -0.54 0.52
H -1.6518 4.2645 -1.1511 -1.43 0.12 0.19
H -2.7078 -2.8970 2.5551 0.23 -0.16 0.71
H -2.6401 3.2799 3.0536 0.23 0.05 -0.13
C -1.6168 2.9676 2.8401 0.02 0.11 -0.37
C -1.0344 -3.0625 -0.1691 -0.77 -0.19 0.70
C 0.7455 3.1003 3.2650 0.06 -0.02 -0.07
C 0.9846 2.1753 2.2375 -0.28 0.29 0.77
H -1.9338 -1.3721 3.1651 0.04 -0.36 -0.09
H 0.9336 3.1994 -1.5969 0.41 -0.12 -0.08
H -0.8929 -2.7888 2.7499 -0.42 0.19 0.05
C 2.4600 -3.0411 2.9561 0.19 -0.16 -0.14
C -0.2935 -3.5146 -2.5178 -1.38 0.09 0.97
C 0.2501 -3.0532 -3.7192 0.79 0.96 -0.43
H -0.7420 4.1964 4.4116 0.06 -0.37 -0.34
O 1.9782 -1.4292 1.1600 0.71 0.32 2.35
C -0.3811 -2.6132 -1.4621 1.38 -1.40 -0.27
C 0.8109 -1.7843 -3.7874 -0.05 -1.64 -0.39
H 0.2363 -3.7154 -4.5779 -0.03 0.21 -0.11
H -3.9105 -2.4223 0.4704 -0.51 0.36 -0.31
O -0.7744 2.6900 -5.0091 -1.31 -0.49 0.24
O 0.8992 -0.8348 3.2960 2.00 -0.61 -0.56
C -3.4273 -1.4718 0.2056 -0.37 -0.20 0.28
S 2.2037 -1.1862 2.7065 -1.08 -0.11 -2.17
H -0.3090 -3.5644 0.5072 -0.31 0.16 -0.49
F 1.3424 -3.6644 2.4566 1.15 0.41 0.80
H 1.5895 3.4800 3.8393 -0.15 0.15 -0.19
H -1.9072 -3.7159 -0.3174 0.61 -0.42 -0.40
C -0.0840 1.5329 1.6101 0.18 -0.94 -1.78
P 1.9527 1.0667 -1.0317 -0.13 -1.08 0.13
C -1.3668 2.0530 1.7977 0.00 0.24 0.92
H 2.0224 1.9599 1.9563 -0.30 -0.19 0.31
H 0.0076 2.1463 -4.8737 -0.15 -0.24 0.14
F 3.5182 -3.4054 2.1972 -0.95 0.08 1.08
H -0.5480 0.0352 -0.7380 -2.76 0.94 -0.73
H 3.9921 0.9221 0.4547 -0.14 0.00 -0.58
H 2.6738 3.1951 -2.1056 -0.35 -0.30 0.13
N 0.3780 -1.4979 -1.4363 -0.43 -0.49 0.44
H -1.2413 -0.2334 -0.2471 1.33 1.46 -1.16
O -2.6269 4.1564 -1.3217 1.92 -0.69 -0.77
O 3.3892 -0.4005 2.9279 -1.07 -1.06 0.42
H -0.7581 -4.5029 -2.3958 0.20 0.55 -0.32
H -2.1734 1.7536 1.1191 0.02 -0.09 0.49
H 2.2223 3.4421 -0.4142 -0.10 -0.45 -0.16
Ti 0.4173 -0.4514 0.5500 1.01 1.87 0.65
C 3.7042 0.6828 -0.5874 -0.09 0.17 0.07
H -3.4128 -1.3221 -0.8852 -0.03 -0.05 0.44
C 1.7702 0.1313 -2.5277 -0.41 -0.23 -0.74



62
Properties=species:S:1:pos:R:3:forces:R:3 method="wB97M-V/def2-TZVPD" orbital_gap_ev=4.94 homo_energy_ev=-9.05 total_charge=+1 e_above_lowest_kcal_mol=14.4 mol_weight_g_mol=820.06
H -2.5146 2.6510 -0.5451 0.04 0.04 -0.13
C 2.6515 -2.1490 -2.6804 -0.72 -0.06 0.44
H -0.7310 4.0346 2.5137 0.11 0.07 0.12
N 2.2077 -1.1567 -0.5404 0.18 -0.51 -0.73
C -1.4251 4.0369 1.6755 -0.16 -0.32 -0.09
H -2.1815 2.2977 3.7140 0.03 0.00 0.10
H -1.1872 -3.0979 -2.7604 -0.06 0.04 0.00
C 1.7817 -1.8914 -1.6038 1.54 0.76 0.03
H -3.4278 -4.3825 0.2787 -0.05 -0.04 -0.03
C 1.4523 2.1642 -2.2659 -0.18 -0.12 0.09
H 2.9304 2.5053 -0.0877 -0.17 -0.04 0.09
H -3.7413 3.5020 0.3989 -0.12 0.10 -0.02
H 5.3713 -0.5419 -1.4980 0.05 0.02 0.06
H -1.6299 -3.6799 -0.9208 0.24 0.24 0.06
N 0.2906 0.6806 -0.7926 0.31 -0.32 -0.19
H -3.4669 1.4767 2.8171 -0.08 -0.09 0.05
S 0.6114 0.2257 3.5332 -0.39 0.26 0.03
C 3.9386 -1.6608 -2.6674 0.37 0.34 0.51
H 1.9829 1.5223 2.0858 -0.08 -0.48 -0.05
C -0.1060 -3.2128 -2.6917 0.05 0.10 0.22
H 0.8983 2.0946 -4.3395 0.04 0.03 -0.10
C 1.9318 2.1530 0.2016 0.09 0.13 -0.36
C -2.1318 2.6837 1.5838 -0.20 0.05 -0.01
N -1.4813 0.3441 1.2389 0.17 0.35 0.59
H -2.0353 0.0818 2.0710 0.29 -0.02 -0.44
H 0.3103 -2.8438 -3.6218 0.00 0.01 -0.07
C -0.2683 0.7615 -3.1229 0.00 0.08 0.13
H -2.1433 4.8364 1.8278 -0.07 0.10 0.05
H -0.8857 0.3881 -3.9245 -0.09 0.01 -0.05
H 2.3395 -2.7643 -3.5059 -0.13 -0.04 -0.10
S 1.8663 -3.2340 1.5061 -0.41 0.19 -0.22
S 0.2291 -3.2339 4.5006 1.08 0.57 0.62
N -1.3500 -3.0078 -0.2109 -0.47 -0.51 -1.12
S 3.0642 -1.8467 2.3907 -0.42 0.27 0.02
H -0.8731 4.2343 0.7593 0.06 0.06 -0.11
C -2.8832 2.3932 2.8864 0.11 0.07 -0.21
H 3.7798 -0.1582 0.3404 -0.15 -0.08 -0.11
C 1.2024 1.6289 -1.0076 0.14 0.15 0.13
H 0.1246 -4.2752 -2.6171 0.01 -0.14 0.00
H 2.2107 2.9217 -2.3851 0.10 0.07 -0.01
C -0.4473 0.2947 -1.8333 -0.21 0.17 -0.14
H 1.3512 3.0003 0.5864 0.10 -0.11 0.05
H -3.5715 3.2017 3.1078 -0.16 0.10 0.08
C 3.4696 -0.7136 -0.5373 0.04 0.26 0.32
H -2.1223 0.3240 0.4414 0.31 -0.18 0.15
H -0.4532 1.7395 2.1956 -0.21 -0.19 -0.23
C 4.3682 -0.9326 -1.5602 -0.30 -0.32 -0.59
H -1.2339 -0.4145 -1.6217 -0.05 -0.13 -0.02
C -2.0356 -3.0323 0.9699 0.18 0.85 1.24
N -1.0464 1.7110 1.3594 -0.02 0.36 0.06
C 0.4589 -2.4522 -1.5277 -1.77 -0.65 1.16
C -3.0822 2.6400 0.3842 0.21 0.07 0.28
H -3.6998 -3.7573 1.8379 0.09 0.00 -0.04
C 0.7194 1.7079 -3.3487 -0.02 -0.02 0.19
O 2.0415 1.1339 1.1890 -0.17 0.20 -0.16
Hf 0.7244 -0.9105 1.2690 0.33 -0.41 0.57
H -3.7124 1.7519 0.4153 -0.09 -0.06 -0.07
N -0.1902 -2.3350 -0.3794 1.02 -0.05 -1.26
Sb 1.8031 -1.5565 4.6874 -0.52 -0.96 0.40
H 4.6090 -1.8525 -3.4918 0.01 -0.05 -0.06
N -3.2474 -3.6458 0.9430 0.19 -0.15 -0.28
S -1.4148 -2.3837 2.3797 -0.01 -0.07 -0.86